# 1
ORCA calculation (ωB97M-V/def2-TZVPD) on C13H34ClIN3OP2V as an isolated structure.

Last column: Löwdin charge in e.
Positions of all 56 atoms, in Å:
C: 0.81326 0.09170 -3.38789  -0.07
C: 1.99393 -0.04463 -2.34114  -0.76
H: 0.77024 1.16589 -3.58328  0.09
H: -0.19625 -0.15245 -3.07256  -0.02
H: 1.09391 -0.41517 -4.32105  0.08
O: 1.71487 1.04359 -1.54168  -0.34
I: 2.51851 -2.44434 0.84578  0.76
V: -2.05976 -0.42389 0.75188  0.54
P: 2.62871 -1.22062 -1.16287  0.60
C: 3.56552 0.07765 -0.16099  -0.32
C: 3.85718 -2.43899 -1.81354  -0.32
H: 4.79393 -2.00008 -2.15251  0.06
H: 4.16202 -0.18693 -2.77441  0.06
H: 3.43715 -3.05746 -2.60720  0.06
H: 3.07206 -0.96614 -3.91502  0.07
H: 3.17535 0.11638 0.86551  -0.04
H: 4.16701 -3.13814 -0.99376  -0.01
C: 3.22697 -0.05799 -3.35045  -0.07
H: 4.64709 -0.10828 -0.11557  0.07
H: 3.35952 0.73391 -4.12386  0.13
H: 3.29005 1.04499 -0.63567  0.04
P: -3.45941 -0.81510 -1.21183  0.64
C: -3.99295 0.46282 -0.00905  -0.25
C: -3.48335 -0.26156 -2.90568  -0.22
H: -3.26068 -3.23435 -1.57251  0.08
H: -4.82544 -2.77877 -0.85873  0.07
H: -3.34894 -2.82182 0.12295  0.05
C: -3.75942 -2.55519 -0.86588  -0.25
H: -2.95997 -0.89277 -3.63529  0.08
H: -4.50913 -0.18505 -3.27324  0.07
H: -5.07594 0.25970 0.14639  0.09
H: -3.98751 1.46296 -0.48415  0.10
H: -3.04810 0.73703 -3.03311  0.08
H: -3.53290 0.59462 1.06312  0.04
Cl: -1.19497 -1.37093 -1.25199  0.36
C: 1.00428 1.68299 3.86876  0.01
N: 0.64449 1.76059 2.44780  -0.10
C: 1.47556 2.58144 1.59250  0.00
C: -0.25771 0.94454 1.86050  -0.41
N: -0.34116 0.57076 0.61007  0.06
N: -1.35556 0.38418 2.58235  -0.29
C: -2.23359 1.31070 3.32112  -0.02
C: -1.00326 -0.84368 3.34907  -0.03
H: 0.09705 1.72918 4.48991  0.08
H: 1.62719 2.57171 4.02735  0.10
H: 1.57997 0.76420 4.07856  0.11
H: 0.85295 3.10564 0.85648  0.12
H: 1.93787 3.28791 2.27109  0.10
H: 2.24387 2.00990 1.06129  0.08
H: 0.32562 0.77299 -0.13900  0.05
H: -3.05032 0.75930 3.78677  0.11
H: -1.72489 1.90307 4.07896  0.09
H: -2.66518 1.98907 2.59589  0.10
H: -0.73831 -0.60616 4.40689  0.12
H: -1.86522 -1.54913 3.34010  0.11
H: -0.14621 -1.34973 2.87283  0.08

Cartesian forces (eV/Å) of the 3 atoms listed first:
C 0.414 -1.132 -0.493
C -3.862 5.029 -2.753
H 0.421 -0.207 0.048

Properties
2S+1 = 3
Gap between HOMO and LUMO (alpha / beta) = 6.23 / 6.47 eV
Net charge = +2



# 2
ORCA calculation (ωB97M-V/def2-TZVPD) on C39H46BN9O2RbS3 as an isolated structure.

Last column: Löwdin charge in e.
Positions of all 101 atoms, in Å:
Rb: -1.36383 2.24524 0.70698  0.72
C: 0.03747 2.69978 -4.55208  -0.06
C: 0.84510 1.99794 -3.51011  -0.24
C: 2.19596 1.95926 -3.54142  0.08
C: 2.94592 1.27546 -2.53314  -0.19
N: 2.34587 0.68198 -1.55589  0.18
N: 0.98843 0.71917 -1.51544  0.01
B: 0.48698 -0.19454 -0.45686  -0.55
N: -0.41100 -1.30258 -0.88345  -0.02
N: 0.08124 -1.89029 -2.00093  0.21
C: -0.51769 -2.95616 -2.42427  -0.20
C: -1.64859 -3.48256 -1.72485  0.07
C: -2.13500 -2.88839 -0.61337  -0.24
C: -3.31790 -3.40857 0.13579  -0.05
C: -1.47531 -1.69207 -0.15506  -0.67
S: -1.96438 -0.79008 1.17645  0.65
C: 0.00594 -3.63174 -3.67881  -0.55
C: -1.10714 -3.62272 -4.73637  -0.03
C: 0.39028 -5.07969 -3.34283  -0.03
C: 1.22736 -2.89734 -4.22171  -0.06
N: 1.26935 -0.37789 0.78379  0.04
N: 1.29104 -1.71429 1.09462  0.19
C: 2.05406 -2.11171 2.04950  -0.20
C: 2.88365 -1.18420 2.76195  0.07
C: 2.84509 0.13503 2.49734  -0.24
C: 3.69643 1.11923 3.23307  -0.06
C: 1.92904 0.60617 1.47489  -0.65
S: 1.69590 2.23430 1.18883  0.66
C: 2.04889 -3.59163 2.39155  -0.54
C: 3.46826 -4.14637 2.21117  -0.03
C: 1.08359 -4.35245 1.48555  -0.05
C: 1.60525 -3.74947 3.85237  -0.03
C: 0.17532 1.33609 -2.41582  -0.65
S: -1.49235 1.31169 -2.23079  0.66
C: 4.47038 1.16891 -2.53191  -0.54
C: 4.99709 1.69715 -1.19324  -0.04
C: 5.09182 1.97199 -3.67488  -0.06
C: 4.84884 -0.30918 -2.68678  -0.04
H: 0.68325 3.11421 -5.32373  0.09
H: -0.54913 3.50246 -4.10307  0.09
H: -0.67936 2.01432 -5.00577  0.08
H: 2.72006 2.45785 -4.34524  0.12
H: -2.13221 -4.37430 -2.10398  0.13
H: -3.69320 -4.32244 -0.32114  0.09
H: -4.11150 -2.66017 0.15526  0.09
H: -3.05490 -3.60317 1.17669  0.08
H: -1.99635 -4.16208 -4.40464  0.08
H: -0.75075 -4.10658 -5.64699  0.09
H: -1.40277 -2.60169 -4.98572  0.09
H: -0.46103 -5.66279 -2.98729  0.08
H: 1.16901 -5.11157 -2.57762  0.09
H: 0.77390 -5.57290 -4.23716  0.09
H: 0.98788 -1.86639 -4.48774  0.08
H: 1.57957 -3.41213 -5.11677  0.09
H: 2.03839 -2.87375 -3.49236  0.08
H: 3.54660 -1.55476 3.53389  0.13
H: 4.35739 0.60404 3.92738  0.09
H: 3.07766 1.82902 3.78333  0.08
H: 4.28979 1.70974 2.53354  0.08
H: 3.80931 -4.02295 1.18114  0.09
H: 3.47633 -5.21194 2.44578  0.09
H: 4.19011 -3.66105 2.87083  0.08
H: 1.36201 -4.25649 0.43440  0.08
H: 0.06181 -3.98393 1.59523  0.08
H: 1.10257 -5.40958 1.75495  0.09
H: 2.27998 -3.24263 4.54535  0.08
H: 1.59518 -4.80726 4.11974  0.09
H: 0.59954 -3.35081 4.00038  0.09
H: 4.73620 2.74806 -1.05054  0.09
H: 6.08461 1.60718 -1.16698  0.09
H: 4.57823 1.13042 -0.36094  0.07
H: 4.85513 3.03631 -3.60617  0.09
H: 4.77534 1.60813 -4.65490  0.09
H: 6.17703 1.87505 -3.62783  0.09
H: 4.43318 -0.90127 -1.87052  0.08
H: 5.93512 -0.41398 -2.67703  0.09
H: 4.47643 -0.71700 -3.62965  0.09
O: -8.34112 5.24223 2.86770  0.08
N: -7.50740 5.32703 3.74498  -0.33
O: -7.73926 5.71222 4.86676  0.09
C: -6.15723 4.74113 3.49121  -0.05
C: -5.31608 4.80197 4.53300  0.07
C: -3.98613 4.28687 4.43600  -0.12
C: -3.09667 4.33612 5.52329  0.01
C: -1.83715 3.82694 5.37885  -0.03
C: -1.48706 3.27664 4.13716  -0.11
N: -2.30041 3.21974 3.10150  0.01
C: -3.54903 3.71788 3.24079  -0.15
C: -4.46910 3.65208 2.10571  -0.14
N: -3.99527 3.09053 0.97193  0.01
C: -4.79286 2.99061 -0.06820  -0.12
C: -6.11300 3.44557 -0.05871  -0.02
C: -6.60625 4.02738 1.07588  0.02
C: -5.78180 4.15321 2.21672  -0.05
H: -5.65436 5.24976 5.45689  0.14
H: -3.42084 4.77555 6.45890  0.13
H: -1.12183 3.84381 6.18890  0.11
H: -0.49138 2.86840 3.98801  0.11
H: -4.37616 2.52851 -0.95834  0.11
H: -6.73284 3.33991 -0.93817  0.12
H: -7.61848 4.38726 1.10128  0.11

Cartesian forces (eV/Å) of the 3 atoms listed first:
Rb -0.003 0.451 -0.072
C -0.001 -0.019 0.030
C -0.143 -0.020 -0.002

Properties
2S+1 = 1
Gap between HOMO and LUMO = 7.20 eV
Net charge = +1



# 3
ORCA calculation (ωB97M-V/def2-TZVPD) on a 2-piece molecular cluster, C5H12O2 overall.

Last column: Löwdin charge in e.
Positions of all 19 atoms, in Å:
O: 3.17879 -1.27075 -2.25894  -0.09
H: 2.70269 -2.06795 -1.93325  0.04
H: 3.98293 -1.21429 -1.69466  0.05
O: -1.55766 2.03392 1.16706  -0.05
C: -0.78380 -1.07028 0.47950  -0.18
C: -0.83054 -0.32093 -0.85307  -0.18
C: -0.38566 -0.03111 1.59859  -0.15
C: -0.11161 1.03515 -0.51276  -0.15
C: -0.33353 1.31069 0.94213  -0.42
H: -2.26258 1.56442 0.67405  0.10
H: -1.80560 -1.29408 0.84184  0.10
H: -0.23100 -2.02746 0.41892  0.11
H: -1.89294 -0.15630 -1.11699  0.10
H: -0.34612 -0.82959 -1.70868  0.10
H: 0.63462 -0.31546 1.92050  0.11
H: -1.03375 -0.03024 2.49605  0.12
H: -0.34146 1.89342 -1.17306  0.12
H: 0.96528 0.80401 -0.62381  0.12
H: 0.45200 1.98683 1.33665  0.15

Cartesian forces (eV/Å) of the 3 atoms listed first:
O 0.296 -0.740 0.934
H 0.554 0.840 -0.326
H -0.873 -0.095 -0.590

Properties
Relative energy (zero: lowest compared OMol25 entry of this formula, charge and spin) = 102.3 kJ/mol
2S+1 = 1
Gap between HOMO and LUMO = 10.65 eV
Net charge = 0
SMILES string = OC1CCCC1.O



# 4
ORCA calculation (ωB97M-V/def2-TZVPD) on a 2-piece molecular cluster, C8H12N2O2S overall.

Last column: Löwdin charge in e.
Positions of all 25 atoms, in Å:
C: -2.06613 -1.35978 2.65131  -0.07
C: -1.02495 -0.85731 3.37118  -0.17
C: -1.81303 -0.95167 1.37682  -0.06
C: 1.92217 1.48675 -0.94711  -0.12
C: 1.90191 0.15406 -1.81748  -0.13
C: 1.25047 1.02022 0.34502  -0.13
C: 0.53927 -0.47672 -1.90990  -0.22
C: -0.06106 0.28170 0.16042  -0.30
N: -0.15662 -0.20093 2.63381  0.09
N: -0.61171 -0.27715 1.38810  -0.11
O: 0.14962 -0.90568 -0.62223  -0.06
O: -2.16972 0.77474 -2.48384  -0.69
S: -3.00993 -0.39029 -2.95153  0.75
H: -2.85521 -1.89775 2.96343  0.06
H: -0.91556 -0.94761 4.38340  0.08
H: 2.86411 1.78652 -0.66507  0.08
H: 1.39995 2.25869 -1.44471  0.10
H: 2.49899 0.42779 -2.73102  0.13
H: 2.45231 -0.51938 -1.32082  0.07
H: 1.75922 0.27698 0.82470  0.09
H: 0.99683 1.79376 1.16029  0.15
H: -0.09419 0.17738 -2.41852  0.07
H: 0.59004 -1.37515 -2.37581  0.10
H: -1.05108 0.85348 -0.11622  0.18
H: -2.49571 -1.13263 0.54577  0.12

Cartesian forces (eV/Å) of the 3 atoms listed first:
C 1.286 1.234 -1.862
C 0.714 0.470 -0.480
C -0.169 -0.097 -0.593

Properties
Relative energy (zero: lowest compared OMol25 entry of this formula, charge and spin) = 501.1 kJ/mol
2S+1 = 1
Gap between HOMO and LUMO (alpha / beta) = 6.93 / 6.91 eV
Net charge = 0
SMILES string = c1cnn([C@H]2CCCCO2)c1.O=S



# 5
ORCA calculation (ωB97M-V/def2-TZVPD) on C30H43BFN3O4S2Zr as an isolated structure.

Last column: Löwdin charge in e.
Positions of all 85 atoms, in Å:
C: 0.34799 -3.56724 2.06064  -0.15
C: 1.52043 -4.71623 1.96182  -0.24
C: 3.01609 -4.13368 1.59645  -0.21
C: 3.85016 -3.54042 2.88132  -0.17
C: 3.06962 -2.35807 3.71861  -0.16
C: 2.60357 -1.07120 2.81538  -0.18
C: 3.57738 0.26971 3.01725  -0.13
C: 3.89319 0.83155 1.51022  -0.17
C: 3.99922 2.49882 1.43155  -0.14
C: 3.97373 2.83577 -0.20661  -0.17
C: 2.42162 2.85877 -0.73313  -0.21
C: 2.23658 2.87104 -2.36135  -0.17
C: 3.27308 1.90933 -3.19010  -0.13
N: 2.89756 0.44483 -3.23454  -0.04
C: 2.77974 -0.30351 -1.92543  -0.19
O: 3.79573 -0.84046 -1.24557  0.05
C: 1.15893 -0.28892 -1.68187  0.03
C: 0.23387 -0.40101 -0.33331  0.11
C: -1.42487 -0.30733 -0.52660  -0.02
C: -2.30828 -0.37229 0.85289  -0.17
C: -3.76956 -1.10164 0.71121  -0.21
C: -4.97406 0.03948 0.63530  -0.46
S: -5.22481 0.99421 2.22721  0.89
C: -4.97570 2.84295 1.98361  -0.95
S: -4.46560 3.60086 0.54155  0.68
N: -5.21113 3.77888 3.18328  -0.14
C: -6.27013 4.85902 3.20909  0.20
C: -6.07540 5.56169 4.68181  0.12
N: -4.94619 4.87083 5.41458  0.09
C: -4.41095 3.79519 4.46969  0.13
C: -2.06504 -0.15731 -2.06026  -0.01
F: -3.53198 -0.10500 -2.28816  -0.14
C: -1.10535 -0.04821 -3.42572  0.06
B: -1.69249 0.09922 -4.95894  -0.64
O: -1.19956 1.08934 -5.97019  0.06
O: -2.75463 -0.84232 -5.39482  -0.22
C: -2.27559 -2.23662 -5.35906  -0.16
C: -3.10185 -3.16948 -4.24516  -0.06
C: 0.51442 -0.09501 -3.17690  0.06
C: 1.79966 0.01953 -4.18791  -0.18
O: 1.93531 -0.14511 -5.50607  0.06
H: -0.60892 -4.00641 1.54962  0.08
H: 0.10313 -3.43542 3.21742  0.09
H: 0.60082 -2.55848 1.52347  0.03
H: 1.21548 -5.42077 1.04943  0.12
H: 1.52872 -5.43488 2.91236  0.14
H: 3.65450 -4.99567 1.07927  0.14
H: 2.84684 -3.32834 0.73162  0.11
H: 3.99805 -4.45394 3.63201  0.15
H: 4.90971 -3.14594 2.50397  0.14
H: 2.14258 -2.89192 4.24583  0.14
H: 3.79616 -1.97820 4.55887  0.13
H: 1.50667 -0.72416 3.13414  0.12
H: 2.50468 -1.39234 1.68175  0.08
H: 3.13000 1.05594 3.75933  0.13
H: 4.61877 -0.12259 3.44978  0.14
H: 2.99596 0.54675 0.81525  0.07
H: 4.93569 0.42411 1.16914  0.14
H: 5.06634 2.84373 1.80183  0.14
H: 3.14572 3.03920 2.02211  0.12
H: 4.65683 2.02237 -0.69777  0.11
H: 4.50909 3.88529 -0.39043  0.16
H: 1.75521 2.01161 -0.21988  0.09
H: 1.95271 3.88308 -0.33831  0.13
H: 2.33171 4.00249 -2.72514  0.14
H: 1.10587 2.57622 -2.58716  0.11
H: 3.24456 2.29039 -4.32121  0.16
H: 4.39448 1.98153 -2.86086  0.15
H: 0.74646 -0.50437 0.72014  0.09
H: -2.47035 0.74048 1.21596  0.11
H: -1.65086 -0.90367 1.67086  0.13
H: -3.94376 -1.70926 1.71335  0.14
H: -3.72044 -1.78915 -0.24665  0.13
H: -5.94009 -0.51906 0.24473  0.12
H: -4.67809 0.81332 -0.19123  0.04
H: -7.08396 5.17578 2.41649  0.19
H: -6.65669 6.46074 5.19001  0.18
H: -3.52897 3.05653 4.68787  0.19
H: -0.75255 0.55584 -6.70492  0.17
H: -2.44076 -2.77625 -6.39599  0.17
H: -1.12910 -2.33803 -5.11215  0.16
H: -4.06627 -3.64848 -4.75943  0.11
H: -3.40416 -2.53031 -3.29394  0.07
H: -2.45244 -4.08378 -3.86997  0.12
Zr: -3.98396 1.05604 -4.87337  1.92

Cartesian forces (eV/Å) of the 3 atoms listed first:
C -0.328 -1.055 0.783
C -0.024 -0.598 -1.005
C -0.061 -0.121 -0.340

Properties
Relative energy (zero: lowest compared OMol25 entry of this formula, charge and spin) = 2312.3 kJ/mol
2S+1 = 1
Gap between HOMO and LUMO = 1.36 eV
Net charge = +4



# 6
ORCA calculation (ωB97M-V/def2-TZVPD) on C4H3O2Sr as an isolated structure.

Last column: Löwdin charge in e.
Positions of all 10 atoms, in Å:
O: -0.72053 1.47600 0.46444  -0.12
C: 0.47125 1.37968 0.43966  -0.17
C: 1.73293 1.06860 0.34698  -0.05
C: 2.03590 -0.08353 -0.54110  -0.11
C: 1.35473 -1.25264 -0.51062  -0.25
H: 2.49024 1.63112 0.89505  0.14
H: 0.60945 -1.80557 -1.39791  0.21
H: 2.94317 -0.01990 -1.14294  0.11
Sr: -1.81555 -0.52132 0.68533  1.80
O: 0.03290 -1.31900 -0.18523  -0.56

Cartesian forces (eV/Å) of the 3 atoms listed first:
O 0.440 1.197 0.130
C 0.415 -0.590 -0.255
C -0.383 0.332 0.312

Properties
Relative energy (zero: lowest compared OMol25 entry of this formula, charge and spin) = 179.9 kJ/mol
2S+1 = 1
Gap between HOMO and LUMO = 6.59 eV
Net charge = +1



Number 1: strongest force on any atom 6.91 eV Å⁻¹. Number 2: strongest force on any atom 1.25 eV Å⁻¹. Number 3: strongest force on any atom 2.40 eV Å⁻¹. Number 4: strongest force on any atom 4.55 eV Å⁻¹. Number 5: strongest force on any atom 9.18 eV Å⁻¹. Number 6: strongest force on any atom 5.42 eV Å⁻¹.